one.
{
  "formula": "H5N3",
  "method": "ωB97M-V/def2-TZVPD",
  "species": ["N", "N", "N", "H", "H", "H", "H", "H"],
  "positions_angstrom": [[1.654, -0.113, -0.943], [-1.555, 0.160, 1.295], [0.660, -0.426, -1.502], [1.880, 0.983, -0.882], [2.527, -0.755, -0.616], [-0.984, -0.329, 0.694], [-1.848, 0.915, 0.583], [-2.335, -0.435, 1.372]],
  "charge": 0,
  "gap_ev": 9.12,
  "multiplicity": 1
}

=====

two.
{
  "formula": "H5N3",
  "method": "ωB97M-V/def2-TZVPD",
  "species": ["H", "H", "H", "H", "H", "N", "N", "N"],
  "positions_angstrom": [[-1.022, -1.546, -0.525], [-2.036, -0.668, 0.434], [-1.802, -0.202, -1.177], [2.458, 0.210, 0.822], [0.586, 0.342, -0.189], [-1.331, -0.586, -0.287], [2.031, 1.152, 0.871], [1.115, 1.297, 0.052]],
  "charge": 0,
  "smiles": "[H]/N=N\\[H].N",
  "gap_ev": 9.35,
  "multiplicity": 1
}

=====

three.
{
  "formula": "H5N3",
  "method": "ωB97M-V/def2-TZVPD",
  "species": ["H", "H", "H", "H", "H", "N", "N", "N"],
  "positions_angstrom": [[-0.641, 0.875, 2.213], [-0.124, -0.670, 1.069], [0.005, 0.342, -1.296], [0.825, -1.027, -1.135], [1.534, 0.318, -1.448], [-1.308, 0.751, 1.429], [-1.037, -0.386, 0.954], [0.747, -0.203, -1.786]],
  "charge": 0,
  "smiles": "[H]/N=N\\[H].N",
  "gap_ev": 10.04,
  "multiplicity": 1
}

=====

Of them, one has the lowest stability.

=====

one.
{
  "formula": "C4H5NOS",
  "method": "ωB97M-V/def2-TZVPD",
  "species": ["C", "C", "C", "C", "N", "O", "S", "H", "H", "H", "H", "H"],
  "positions_angstrom": [[-2.156, 0.548, -0.393], [-2.312, -1.823, 0.431], [-2.310, -0.793, -0.173], [1.867, 1.212, 0.424], [-1.752, 1.603, -0.596], [0.810, -0.660, -0.964], [1.300, -0.494, 0.618], [1.123, -1.488, -1.403], [-2.313, -2.837, 0.851], [1.318, 1.748, -0.351], [2.849, 1.325, 0.244], [1.576, 1.659, 1.311]],
  "charge": 0,
  "smiles": "C#CC#N.CSO",
  "gap_ev": 9.00,
  "multiplicity": 1
}

=====

two.
{
  "formula": "C4H5NOS",
  "method": "ωB97M-V/def2-TZVPD",
  "species": ["C", "C", "C", "C", "H", "H", "H", "H", "H", "N", "O", "S"],
  "positions_angstrom": [[-0.386, -0.073, 0.125], [-1.556, 0.790, 0.081], [-1.541, 2.098, -0.198], [0.945, 0.551, 0.373], [-1.601, -2.784, -0.246], [-2.501, 0.303, 0.434], [-2.443, 2.658, -0.433], [-0.603, 2.567, -0.435], [0.815, 1.408, 1.063], [-0.379, -1.391, -0.017], [-1.654, -1.790, -0.048], [2.340, -0.019, -0.136]],
  "charge": 0,
  "smiles": "C=C/C(C=S)=N\\O",
  "gap_ev": 8.01,
  "multiplicity": 1
}

=====

Of them, one has the lowest stability.

=====

one.
{
  "formula": "C6H9N2O2",
  "method": "ωB97M-V/def2-TZVPD",
  "species": ["C", "C", "C", "C", "C", "C", "N", "N", "O", "O", "H", "H", "H", "H", "H", "H", "H", "H", "H"],
  "positions_angstrom": [[0.703, 1.208, 1.147], [1.575, 0.955, 0.088], [-0.226, -0.247, -0.100], [-2.489, -1.179, -1.150], [-1.547, 0.508, 1.880], [1.531, -0.594, -1.860], [-0.431, 0.384, 1.029], [1.012, -0.103, -0.645], [-2.878, -0.177, -0.664], [-1.307, -1.597, -0.962], [0.860, 1.834, 1.944], [2.641, 1.130, -0.192], [-3.157, -1.925, -1.558], [-1.534, 1.273, 2.564], [-2.458, 0.530, 1.334], [-1.751, -0.331, 2.481], [0.924, -1.408, -2.370], [1.786, 0.122, -2.663], [2.466, -1.066, -1.841]],
  "charge": 1,
  "gap_ev": 9.11,
  "multiplicity": 1
}

=====

two.
{
  "formula": "C6H9N2O2",
  "method": "ωB97M-V/def2-TZVPD",
  "species": ["C", "C", "C", "C", "C", "C", "N", "N", "O", "O", "H", "H", "H", "H", "H", "H", "H", "H", "H"],
  "positions_angstrom": [[-1.231, 0.212, 2.256], [-2.230, -0.088, 1.446], [-0.008, 0.315, 1.342], [-0.482, 0.032, 0.149], [0.061, -0.323, -1.470], [1.418, 0.450, 1.806], [-0.950, -0.347, -2.271], [1.297, -0.281, -1.814], [-1.896, -0.113, 0.136], [1.655, -0.178, -3.145], [-1.113, 0.550, 3.346], [-3.193, -0.364, 1.818], [1.299, 0.883, 2.788], [1.890, -0.503, 1.966], [1.961, 1.147, 1.170], [-1.875, 0.087, -1.927], [-0.869, -0.573, -3.187], [2.082, 0.038, -1.231], [2.185, -0.942, -3.176]],
  "charge": 1,
  "smiles": "Cc1ccoc1/C(N)=[NH+]/O",
  "gap_ev": 9.61,
  "multiplicity": 1
}

=====

Of them, one has the lowest stability.

=====

one.
{
  "formula": "C3H10N2S",
  "method": "ωB97M-V/def2-TZVPD",
  "species": ["N", "C", "C", "S", "C", "N", "H", "H", "H", "H", "H", "H", "H", "H", "H", "H"],
  "positions_angstrom": [[0.181, 0.962, -1.046], [0.072, -0.241, -0.227], [1.209, -0.385, 0.782], [2.820, -0.705, 0.000], [-1.282, -0.267, 0.483], [-2.453, -0.099, -0.354], [0.970, 0.862, -1.678], [0.370, 1.759, -0.432], [0.126, -1.078, -0.925], [1.295, 0.530, 1.378], [0.972, -1.186, 1.486], [3.273, 0.549, 0.102], [-1.291, 0.505, 1.268], [-1.362, -1.205, 1.047], [-2.426, 0.807, -0.807], [-2.474, -0.806, -1.078]],
  "charge": 0,
  "smiles": "NC[C@@H](N)CS",
  "gap_ev": 9.80,
  "multiplicity": 1
}

=====

two.
{
  "formula": "C3H10N2S",
  "method": "ωB97M-V/def2-TZVPD",
  "species": ["N", "C", "C", "S", "C", "N", "H", "H", "H", "H", "H", "H", "H", "H", "H", "H"],
  "positions_angstrom": [[0.195, -1.450, 0.147], [1.120, -1.234, 1.101], [0.869, -0.501, 2.295], [-2.150, 0.717, 0.001], [0.642, 0.962, -1.622], [1.859, 0.272, -1.612], [-0.612, -0.865, 0.163], [0.569, -1.297, -0.803], [2.175, -1.552, 0.951], [1.634, -0.307, 2.997], [-0.235, -0.309, 2.388], [-2.648, 1.678, 0.777], [0.586, 1.933, -2.117], [0.266, 0.874, -0.601], [-0.103, 0.429, -2.229], [2.594, 0.838, -1.934]],
  "charge": 0,
  "gap_ev": 4.10,
  "multiplicity": 1
}

=====

Of them, two has the lowest stability.

=====

one.
{
  "formula": "C3H10N2S",
  "method": "ωB97M-V/def2-TZVPD",
  "species": ["C", "C", "S", "H", "H", "H", "H", "H", "N", "C", "N", "H", "H", "H", "H", "H"],
  "positions_angstrom": [[1.014, 1.520, -0.497], [1.974, 1.140, 0.569], [3.673, 2.031, 0.314], [0.999, 2.630, -0.470], [0.083, 1.172, -0.103], [1.188, 1.086, -1.466], [2.223, 0.013, 0.502], [1.607, 1.412, 1.601], [-2.599, -0.927, 0.726], [-2.478, -1.788, -0.409], [-2.312, -3.025, -0.334], [-2.971, -1.396, 1.585], [-2.139, -0.062, 0.800], [-2.507, -1.415, -1.468], [-2.254, -3.364, -1.295], [4.499, 0.972, -0.054]],
  "charge": 0,
  "smiles": "[H]/N=C/N.CCS",
  "gap_ev": 9.87,
  "multiplicity": 1
}

=====

two.
{
  "formula": "C3H10N2S",
  "method": "ωB97M-V/def2-TZVPD",
  "species": ["C", "S", "C", "H", "H", "H", "H", "H", "H", "N", "C", "N", "H", "H", "H", "H"],
  "positions_angstrom": [[1.031, 1.792, -1.340], [0.676, 0.462, -2.549], [-0.257, -0.678, -1.405], [2.015, 2.240, -1.329], [0.290, 2.589, -1.252], [0.891, 1.246, -0.401], [0.589, -1.078, -0.848], [-0.835, -1.254, -2.125], [-0.973, -0.136, -0.789], [-1.591, -0.023, 2.966], [-0.388, -0.633, 2.811], [-0.214, -1.747, 2.197], [-1.553, 0.879, 3.403], [-2.284, -0.330, 2.308], [0.482, -0.191, 3.307], [0.790, -1.906, 2.234]],
  "charge": 0,
  "smiles": "[H]/N=C/N.CSC",
  "gap_ev": 9.12,
  "multiplicity": 1
}

=====

Of them, one has the lowest stability.

=====

one.
{
  "formula": "C3H10N2S",
  "method": "ωB97M-V/def2-TZVPD",
  "species": ["C", "S", "C", "H", "H", "H", "H", "H", "H", "N", "C", "N", "H", "H", "H", "H"],
  "positions_angstrom": [[0.050, 1.040, 2.214], [1.631, 0.143, 2.100], [2.411, 1.071, 0.732], [0.324, 2.094, 2.257], [-0.387, 0.763, 3.165], [-0.573, 0.850, 1.349], [2.356, 2.143, 0.919], [3.463, 0.805, 0.750], [1.824, 0.813, -0.144], [-1.264, -1.047, -2.862], [-1.913, -1.201, -1.670], [-1.276, -1.322, -0.572], [-1.710, -1.510, -3.636], [-0.260, -1.061, -2.896], [-2.884, -1.688, -1.795], [-1.794, -1.893, 0.089]],
  "charge": 0,
  "smiles": "[H]/N=C/N.CSC",
  "gap_ev": 9.01,
  "multiplicity": 1
}

=====

two.
{
  "formula": "C3H10N2S",
  "method": "ωB97M-V/def2-TZVPD",
  "species": ["C", "C", "S", "H", "H", "H", "H", "H", "N", "C", "N", "H", "H", "H", "H", "H"],
  "positions_angstrom": [[-1.205, -1.372, 1.114], [-2.429, -0.873, 0.384], [-2.436, 0.914, -0.037], [-1.081, -0.956, 2.109], [-1.204, -2.457, 1.232], [-0.359, -1.155, 0.466], [-2.569, -1.341, -0.592], [-3.373, -1.033, 0.909], [1.422, 1.650, -1.074], [2.414, 0.950, -0.450], [3.547, 0.652, -0.964], [1.630, 2.336, -1.774], [0.536, 1.182, -1.134], [2.378, 0.543, 0.566], [3.864, -0.246, -0.620], [-1.134, 1.205, -0.136]],
  "charge": 0,
  "smiles": "[H]/N=C/N.CCS",
  "gap_ev": 9.93,
  "multiplicity": 1
}

=====

Of them, two has the lowest stability.